Entry 1:
{
  "formula": "C51H46N8O19",
  "method": "the ωB97M-V functional and the def2-TZVPD basis",
  "symbols": ["O", "N", "O", "C", "C", "C", "C", "C", "C", "H", "H", "H", "H", "H", "O", "N", "O", "C", "C", "C", "C", "C", "C", "H", "H", "H", "H", "H", "O", "N", "O", "C", "C", "C", "C", "C", "C", "H", "H", "H", "H", "H", "O", "N", "O", "C", "C", "C", "C", "C", "C", "H", "H", "H", "H", "H", "O", "N", "O", "C", "C", "C", "C", "C", "C", "H", "H", "H", "H", "H", "O", "N", "O", "C", "C", "C", "C", "C", "C", "H", "H", "H", "H", "H", "O", "N", "O", "C", "C", "C", "C", "C", "C", "H", "H", "H", "H", "H", "O", "N", "O", "C", "C", "C", "C", "C", "C", "H", "H", "H", "H", "H", "C", "O", "C", "O", "O", "C", "H", "H", "H", "H", "H", "H"],
  "positions_angstrom": [[-23.72580, 24.90156, 1.06813], [-23.24144, 25.96229, 0.64692], [-22.58013, 26.82166, 1.27409], [-23.67468, 26.40071, -0.71182], [-22.89682, 27.23985, -1.46573], [-23.28695, 27.70336, -2.69231], [-24.44766, 27.21084, -3.28735], [-25.28725, 26.31131, -2.58469], [-24.89679, 25.98948, -1.27330], [-22.03969, 27.69839, -0.99511], [-22.54963, 28.27573, -3.23559], [-24.81878, 27.40192, -4.28342], [-26.21932, 26.00624, -3.03700], [-25.61184, 25.30726, -0.83777], [-30.34235, 17.73427, -15.35974], [-29.67746, 18.58088, -15.99100], [-29.03100, 18.24455, -16.98410], [-29.52277, 19.91813, -15.43343], [-28.54325, 20.81602, -15.78210], [-28.36060, 22.03008, -15.23892], [-29.27608, 22.47237, -14.22634], [-30.28236, 21.64049, -13.86488], [-30.48844, 20.29968, -14.40914], [-27.95560, 20.45823, -16.61460], [-27.64930, 22.65036, -15.76399], [-29.15347, 23.45679, -13.79938], [-31.01363, 22.11537, -13.22759], [-31.35839, 19.75841, -14.06764], [-41.19044, 26.69369, -4.48680], [-40.78057, 27.27571, -5.46478], [-41.48555, 27.53390, -6.42864], [-39.35231, 27.63936, -5.47318], [-38.47615, 27.33196, -4.43628], [-37.15530, 27.79618, -4.31386], [-36.74018, 28.56957, -5.36010], [-37.60688, 28.91846, -6.36693], [-38.90519, 28.54596, -6.46599], [-38.81618, 26.64463, -3.67578], [-36.48347, 27.65051, -3.48089], [-35.76239, 29.02723, -5.33087], [-37.15539, 29.62659, -7.04598], [-39.46478, 28.87761, -7.32812], [-30.76718, 27.29816, -5.77862], [-29.75391, 26.86182, -6.29220], [-28.70899, 27.38611, -6.32917], [-29.90633, 25.57681, -7.01427], [-28.87844, 25.13138, -7.83253], [-29.00306, 23.94225, -8.51811], [-30.11961, 23.17105, -8.39168], [-31.13105, 23.57568, -7.50088], [-31.05378, 24.83785, -6.91112], [-28.02883, 25.76978, -8.02490], [-28.13927, 23.52591, -9.01503], [-30.07443, 22.20089, -8.86407], [-32.06549, 23.06051, -7.33408], [-31.89338, 25.14613, -6.30578], [-22.83044, 25.29287, -8.58816], [-22.49510, 24.22831, -8.02718], [-23.01593, 23.89254, -6.94424], [-21.55775, 23.29618, -8.64329], [-20.91344, 23.62592, -9.87091], [-19.84700, 22.86038, -10.36148], [-19.47939, 21.69954, -9.61873], [-20.05340, 21.44870, -8.37125], [-21.17959, 22.16724, -7.86739], [-21.21007, 24.50800, -10.41895], [-19.38245, 23.17858, -11.28309], [-18.64047, 21.18047, -10.05826], [-19.61580, 20.67837, -7.75361], [-21.39461, 21.92181, -6.83786], [-25.57943, 19.96884, -11.55748], [-25.49317, 18.79022, -11.66697], [-26.37445, 18.00620, -11.33406], [-24.22818, 18.25745, -12.27497], [-23.52779, 19.00839, -13.31245], [-22.29728, 18.54363, -13.93015], [-21.82392, 17.34028, -13.47853], [-22.40912, 16.59882, -12.47773], [-23.64150, 17.05911, -11.89980], [-23.86355, 19.94677, -13.72851], [-21.74139, 19.22743, -14.55450], [-20.93792, 16.93844, -13.94749], [-22.04825, 15.62866, -12.16957], [-24.20647, 16.61984, -11.09095], [-36.61285, 23.35855, -2.24496], [-36.77622, 22.53571, -3.12642], [-37.87064, 22.24724, -3.59863], [-35.55226, 21.77207, -3.64411], [-34.27793, 22.09587, -3.23136], [-33.19597, 21.34821, -3.65276], [-33.46267, 20.28124, -4.44359], [-34.70405, 19.81940, -4.85628], [-35.77117, 20.65136, -4.46559], [-34.22368, 22.97538, -2.60694], [-32.16898, 21.67721, -3.59417], [-32.62096, 19.62444, -4.60649], [-34.85891, 18.90498, -5.40968], [-36.74874, 20.33730, -4.80048], [-35.49794, 19.32521, -10.73484], [-36.37088, 19.69249, -9.96023], [-37.12239, 19.00387, -9.27578], [-36.41392, 21.23762, -9.86520], [-35.35600, 22.02554, -10.28671], [-35.26495, 23.36424, -10.08175], [-36.31451, 23.96124, -9.47264], [-37.42019, 23.27765, -8.95329], [-37.49815, 21.86164, -9.12031], [-34.59372, 21.48372, -10.82684], [-34.57539, 24.12995, -10.40514], [-36.28018, 25.03635, -9.37590], [-38.18447, 23.84000, -8.43750], [-38.39800, 21.42675, -8.71100], [-27.21910, 28.57859, -11.66055], [-28.22989, 29.36586, -10.95806], [-29.44318, 28.97862, -10.83933], [-29.93953, 27.97350, -11.42578], [-30.10953, 29.84201, -10.08235], [-29.60268, 31.15218, -9.73927], [-26.61029, 29.12668, -12.37961], [-27.60808, 27.80322, -12.32055], [-26.57744, 28.04203, -10.96165], [-30.01211, 31.73800, -10.56224], [-28.52031, 31.19498, -9.61787], [-30.15793, 31.62808, -8.93099]],
  "e_above_lowest_kcal_mol": 153.1,
  "smiles": "O=[N+]([O-])c1ccccc1.O=[N+]([O-])c1ccccc1.O=[N+]([O-])c1ccccc1.O=[N+]([O-])c1ccccc1.O=[N+]([O-])c1ccccc1.O=[N+]([O-])c1ccccc1.O=[N+]([O-])c1ccccc1.O=[N+]([O-])c1ccccc1.COC(=O)OC",
  "homo_lumo_gap_ev": 8.84
}

---

Entry 2:
{
  "formula": "C51H47AsBN9PS5Y",
  "method": "the ωB97M-V functional and the def2-TZVPD basis",
  "symbols": ["Y", "C", "C", "N", "N", "C", "B", "N", "C", "C", "C", "N", "N", "C", "C", "C", "N", "H", "H", "H", "H", "H", "H", "H", "H", "H", "H", "S", "S", "S", "S", "N", "C", "C", "C", "C", "C", "C", "P", "C", "C", "C", "C", "C", "C", "C", "C", "C", "C", "C", "C", "H", "H", "H", "H", "H", "H", "H", "H", "H", "H", "H", "H", "H", "H", "H", "H", "C", "C", "C", "C", "N", "C", "S", "N", "C", "H", "H", "H", "H", "H", "H", "H", "H", "C", "C", "C", "C", "C", "C", "As", "C", "C", "C", "C", "C", "C", "C", "C", "C", "C", "C", "C", "H", "H", "H", "H", "H", "H", "H", "H", "H", "H", "H", "H", "H"],
  "positions_angstrom": [[-0.17878, 0.17286, 1.90907], [-1.38006, 2.86091, -1.70784], [-0.85043, 1.68080, -1.18780], [-0.47661, 1.85187, 0.07877], [-0.74104, 3.14083, 0.38998], [-1.28749, 3.76113, -0.66333], [-0.76823, 3.67733, 1.83586], [-2.00025, 2.99062, 2.49171], [-2.95243, 3.54877, 3.25041], [-3.91554, 2.59253, 3.51346], [-3.44689, 1.45192, 2.86028], [-2.28995, 1.69260, 2.24526], [0.48944, 3.32140, 2.64387], [1.09039, 4.11083, 3.54399], [2.01996, 3.36266, 4.23970], [1.91370, 2.08368, 3.69428], [0.99658, 2.06352, 2.73287], [-1.76717, 3.03890, -2.69728], [-0.73728, 0.71996, -1.66442], [-1.57725, 4.79839, -0.60279], [-0.91835, 4.86921, 1.82540], [-2.88001, 4.58068, 3.55723], [-4.80951, 2.70147, 4.10538], [-3.90979, 0.47961, 2.79574], [0.81728, 5.15102, 3.63655], [2.67560, 3.68543, 5.03105], [2.46426, 1.19068, 3.94402], [1.67795, -1.52930, 2.88706], [1.69841, -1.26365, 4.93572], [-0.27907, -1.38816, 5.46498], [-1.10503, 0.31005, 4.66085], [-2.00075, -1.69607, 2.42888], [-2.08933, -3.08166, 2.07124], [-2.82973, -3.95462, 2.86232], [-2.97499, -5.28176, 2.49773], [-2.39571, -5.74807, 1.32374], [-1.63522, -4.88884, 0.54980], [-1.44944, -3.55798, 0.92491], [-0.22303, -2.49449, 0.06381], [-0.43035, -3.06693, -1.68660], [0.41689, -3.98984, -2.30121], [0.17606, -4.41459, -3.60279], [-0.90838, -3.92318, -4.31361], [-1.74848, -2.99390, -3.71657], [-1.50790, -2.56494, -2.41972], [1.33293, -3.39375, 0.46665], [2.48753, -2.89488, -0.13431], [3.72456, -3.47832, 0.09041], [3.81992, -4.57731, 0.93198], [2.67631, -5.08163, 1.53595], [1.43906, -4.49360, 1.30932], [-2.68140, -1.18670, 1.86477], [-2.22941, -1.53794, 3.40478], [-3.30101, -3.58181, 3.76499], [-3.55171, -5.95103, 3.12447], [-2.51139, -6.78385, 1.02932], [-1.14949, -5.25919, -0.34562], [1.26800, -4.39165, -1.76997], [0.84087, -5.13675, -4.06007], [-1.09679, -4.26487, -5.32394], [-2.59599, -2.59617, -4.26205], [-2.16359, -1.82990, -1.97443], [2.40556, -2.02647, -0.77688], [4.61279, -3.06989, -0.37980], [4.78459, -5.02633, 1.13647], [2.74425, -5.93286, 2.20145], [0.57146, -4.87231, 1.83009], [-8.05567, 0.48494, -1.28095], [-6.69657, 0.30744, -1.87279], [-6.41722, 0.30722, -3.20406], [-5.07599, 0.10590, -3.60166], [-4.09977, -0.09542, -2.74124], [-4.36510, -0.10120, -1.41316], [-3.21653, -0.36857, -0.23940], [-5.67039, 0.12584, -1.01546], [-4.70586, 0.11749, -5.05108], [-8.80540, 0.58988, -2.06026], [-8.07881, 1.37233, -0.64508], [-8.30958, -0.37654, -0.66048], [-7.20092, 0.45101, -3.93360], [-5.82727, 0.12458, -0.01774], [-5.58465, 0.06426, -5.69100], [-4.03533, -0.71299, -5.26909], [-4.16058, 1.03696, -5.27495], [6.10054, 0.17092, -3.82604], [5.21413, -0.85158, -3.52879], [4.13315, -0.61246, -2.68820], [3.93847, 0.64146, -2.11281], [4.82760, 1.66671, -2.42829], [5.89782, 1.43359, -3.28197], [2.42710, 0.87001, -0.84897], [2.41512, 2.81894, -0.90913], [1.84831, 3.61838, -1.88911], [1.95710, 5.00063, -1.80318], [2.61066, 5.58005, -0.72138], [3.20820, 4.78321, 0.24535], [3.13626, 3.39652, 0.14121], [3.83295, 2.43316, 1.01547], [4.65863, 2.76069, 2.08369], [5.25527, 1.75395, 2.82934], [5.04643, 0.41988, 2.50229], [4.23674, 0.08745, 1.42183], [3.62611, 1.08824, 0.68743], [6.94363, -0.00975, -4.48148], [5.35644, -1.83751, -3.95582], [3.43083, -1.41365, -2.48909], [4.68977, 2.65453, -2.01002], [6.57300, 2.24689, -3.51867], [1.32824, 3.16709, -2.72372], [1.53254, 5.62926, -2.57766], [2.68246, 6.65959, -0.64891], [3.74514, 5.23862, 1.06894], [4.81759, 3.79740, 2.35834], [5.87499, 2.00867, 3.68176], [5.48642, -0.36545, 3.10471], [4.07485, -0.95308, 1.17933]],
  "e_above_lowest_kcal_mol": 25.7,
  "homo_lumo_gap_ev": 5.71
}